[1]
ORCA calculation (ωB97M-V with the def2-TZVPD basis set) on a single C13H13NO4 molecule.

Last column: Mulliken charge in e.
Positions of all 31 atoms, in Å:
C (-0.11490, 2.82938, -2.47502)  -0.663
O (-1.42833, 2.69163, -1.72876)  -0.480
C (-1.78187, 1.39322, -1.21898)  1.685
C (-1.45932, 1.44613, 0.27503)  -0.983
N (-0.54224, 0.30728, 0.64615)  -0.002
C (0.25527, 0.27856, 1.73851)  0.464
O (0.12160, 0.98809, 2.72182)  -0.651
C (1.17157, -0.96653, 1.91325)  0.414
C (1.68690, -1.27030, 3.22954)  -0.356
C (2.72081, -2.21104, 3.39584)  -0.622
C (3.30619, -2.75806, 2.30838)  -0.190
C (2.68884, -2.72531, 1.07356)  -0.652
C (1.55745, -1.88611, 0.97884)  -0.103
C (-3.18086, 0.97163, -1.59300)  -1.004
C (-2.96822, 0.03151, -2.59147)  -0.305
C (-1.56382, -0.15542, -2.86702)  0.298
O (-1.14726, -0.89072, -3.76608)  -0.606
O (-0.83814, 0.43019, -1.89356)  -0.449
H (0.56088, 2.36854, -1.77227)  0.326
H (-0.02206, 3.89751, -2.72994)  0.244
H (-0.17246, 2.34859, -3.40758)  0.261
H (-2.47198, 1.56172, 0.76045)  0.185
H (-0.90972, 2.36181, 0.43364)  0.416
H (-0.48736, -0.45392, -0.00976)  0.162
H (1.23078, -0.76190, 4.06647)  0.419
H (3.13856, -2.26308, 4.37360)  0.364
H (4.27334, -3.34262, 2.29574)  0.288
H (2.93430, -3.25022, 0.12625)  0.355
H (1.12493, -1.73306, -0.00333)  0.219
H (-4.03081, 1.32246, -1.08974)  0.502
H (-3.65207, -0.55995, -3.19057)  0.464

calculated total energy = -23369.59769 eV
LUMO = -0.017 Ha
HOMO-LUMO gap = 8.8 eV
structure (SMILES) = CO[C@@]1(CNC(=O)c2ccccc2)C=CC(=O)O1
relative energy (zero: lowest compared OMol25 entry of this formula, charge and spin) = 3.875 eV

=====

[2]
ORCA calculation (ωB97M-V with the def2-TZVPD basis set) on a single C13H13NOS molecule.

Last column: Mulliken charge in e.
Positions of all 29 atoms, in Å:
C (2.48072, -1.91768, -0.38736)  -1.486
C (2.45268, -0.47482, 0.00047)  0.938
C (3.63605, 0.20557, 0.26363)  -0.659
C (3.64744, 1.55265, 0.57296)  -0.610
C (2.45775, 2.25963, 0.61327)  -0.608
C (1.26815, 1.60293, 0.36779)  -0.487
C (1.25634, 0.24146, 0.08280)  0.283
N (0.00380, -0.36658, -0.16224)  0.033
C (-0.50073, -1.45040, 0.47844)  0.619
O (0.09835, -2.12502, 1.28154)  -0.615
C (-1.94195, -1.77602, 0.04931)  -0.906
C (-2.80154, -0.56730, -0.05147)  0.265
C (-3.12823, 0.14722, -1.16581)  -0.397
C (-3.91910, 1.28486, -0.88475)  -0.476
C (-4.17427, 1.42438, 0.43941)  -0.502
S (-3.45839, 0.17024, 1.37518)  -0.121
H (1.83975, -2.09358, -1.25070)  0.318
H (3.49374, -2.23046, -0.62658)  0.447
H (2.10384, -2.53201, 0.42986)  0.295
H (4.56902, -0.33693, 0.21178)  0.351
H (4.58321, 2.05353, 0.77068)  0.375
H (2.45484, 3.31522, 0.83942)  0.371
H (0.33080, 2.14134, 0.40330)  0.442
H (-0.66931, 0.21707, -0.64393)  0.228
H (-1.89103, -2.27527, -0.92211)  0.295
H (-2.33904, -2.48109, 0.78106)  0.323
H (-2.83038, -0.13757, -2.16033)  0.435
H (-4.27908, 1.96199, -1.63829)  0.398
H (-4.74343, 2.18667, 0.93267)  0.452

calculated total energy = -28065.38767 eV
LUMO = 0.026 Ha
HOMO-LUMO gap = 9.4 eV
structure (SMILES) = Cc1ccccc1NC(=O)Cc1cccs1
relative energy (zero: lowest compared OMol25 entry of this formula, charge and spin) = 0.000 eV

=====

Copy entry 1 word for word.
ORCA calculation (ωB97M-V with the def2-TZVPD basis set) on a single C13H13NO4 molecule.

Last column: Mulliken charge in e.
Positions of all 31 atoms, in Å:
C (-0.11490, 2.82938, -2.47502)  -0.663
O (-1.42833, 2.69163, -1.72876)  -0.480
C (-1.78187, 1.39322, -1.21898)  1.685
C (-1.45932, 1.44613, 0.27503)  -0.983
N (-0.54224, 0.30728, 0.64615)  -0.002
C (0.25527, 0.27856, 1.73851)  0.464
O (0.12160, 0.98809, 2.72182)  -0.651
C (1.17157, -0.96653, 1.91325)  0.414
C (1.68690, -1.27030, 3.22954)  -0.356
C (2.72081, -2.21104, 3.39584)  -0.622
C (3.30619, -2.75806, 2.30838)  -0.190
C (2.68884, -2.72531, 1.07356)  -0.652
C (1.55745, -1.88611, 0.97884)  -0.103
C (-3.18086, 0.97163, -1.59300)  -1.004
C (-2.96822, 0.03151, -2.59147)  -0.305
C (-1.56382, -0.15542, -2.86702)  0.298
O (-1.14726, -0.89072, -3.76608)  -0.606
O (-0.83814, 0.43019, -1.89356)  -0.449
H (0.56088, 2.36854, -1.77227)  0.326
H (-0.02206, 3.89751, -2.72994)  0.244
H (-0.17246, 2.34859, -3.40758)  0.261
H (-2.47198, 1.56172, 0.76045)  0.185
H (-0.90972, 2.36181, 0.43364)  0.416
H (-0.48736, -0.45392, -0.00976)  0.162
H (1.23078, -0.76190, 4.06647)  0.419
H (3.13856, -2.26308, 4.37360)  0.364
H (4.27334, -3.34262, 2.29574)  0.288
H (2.93430, -3.25022, 0.12625)  0.355
H (1.12493, -1.73306, -0.00333)  0.219
H (-4.03081, 1.32246, -1.08974)  0.502
H (-3.65207, -0.55995, -3.19057)  0.464

calculated total energy = -23369.59769 eV
LUMO = -0.017 Ha
HOMO-LUMO gap = 8.8 eV
structure (SMILES) = CO[C@@]1(CNC(=O)c2ccccc2)C=CC(=O)O1
relative energy (zero: lowest compared OMol25 entry of this formula, charge and spin) = 3.875 eV

=====

Q: What is the HOMO-LUMO gap in the first record?
A: 8.8 eV

=====

Q: Which of these has the lowest relative energy (zero: lowest compared OMol25 entry of this formula, charge and spin)?
A: C13H13NOS